Entry 1:
Entry from the OMol25 dataset: a cluster of 6 separate species, C30H63NO9 in total at a distorted geometry (ωB97M-V with the def2-TZVPD basis set).

The geometry in XYZ format:
```
103
Properties=species:S:1:pos:R:3
C -5.77292 -3.03340 2.14789
C -5.17770 -4.47646 2.74527
O -5.89019 -4.78113 3.99573
C -3.57317 -4.17130 3.10531
O -2.72321 -5.36199 2.91674
C -1.30528 -5.00972 2.73681
O -0.90429 -3.74321 3.36914
C 0.11879 -3.02845 2.56535
O 1.38857 -3.04459 3.02163
C -0.24654 -2.18661 1.19571
C 0.67476 -0.96957 0.62947
C 0.21984 -0.17334 -0.68456
N -0.96403 -0.31139 -1.57702
C -1.74580 -1.46300 -1.04816
C -1.52950 -2.41790 0.22028
H -6.88201 -2.82254 2.51254
H -5.67941 -2.97982 0.95921
H -5.13454 -2.11709 2.56342
H -5.25214 -5.33606 1.94709
H -5.91346 -3.91481 4.49981
H -3.49274 -3.72706 4.20985
H -3.27856 -3.26146 2.39586
H -1.03855 -5.00759 1.57482
H -0.62016 -5.87096 3.19685
H 1.67056 -0.67960 1.18856
H 0.96088 0.70214 -1.02456
H -2.73085 -1.69091 -1.68752
H -2.29335 -3.28513 0.45106
C -1.38752 5.49325 1.89924
C -1.38062 4.33975 0.90940
O -0.39606 3.34997 1.19776
C -0.50330 2.69755 2.46085
C -1.81723 1.95835 2.64967
H -0.40263 5.97558 1.93256
H -2.13583 6.23904 1.61152
H -1.62114 5.15999 2.91234
H -1.14852 4.73283 -0.08547
H -2.36987 3.87835 0.83452
H -0.33270 3.41408 3.27106
H 0.31879 1.97406 2.51198
H -2.67548 2.63341 2.61547
H -1.83056 1.44687 3.61682
H -1.95472 1.21419 1.85772
C -0.00029 7.29646 -4.98965
C 0.11742 6.83564 -3.54598
O -0.89302 5.90607 -3.16248
C -0.94090 4.68336 -3.89411
C 0.34134 3.87348 -3.80228
H -0.98282 7.75096 -5.16799
H 0.77615 8.03339 -5.21993
H 0.10737 6.46785 -5.69239
H 0.00888 7.70543 -2.89035
H 1.10935 6.42042 -3.34412
H -1.21165 4.87833 -4.93701
H -1.76143 4.09400 -3.46838
H 1.19579 4.41057 -4.22053
H 0.23645 2.93149 -4.34891
H 0.57704 3.64759 -2.75668
C 0.49110 -0.32394 9.07548
C -0.36108 -1.08028 8.06943
O -1.30575 -0.25544 7.39164
C -0.77249 0.82203 6.62531
C 0.16485 0.37038 5.51812
H -0.14414 0.16992 9.82135
H 1.17236 -1.00909 9.59066
H 1.09482 0.45048 8.59817
H -0.93647 -1.84442 8.60157
H 0.26283 -1.61357 7.34595
H -0.28531 1.54840 7.28411
H -1.62683 1.34038 6.17444
H 1.04256 -0.14821 5.91075
H 0.51402 1.23138 4.94026
H -0.34806 -0.32135 4.84115
C 5.35423 -2.08048 -0.07222
C 4.50205 -2.83682 -1.07827
O 3.55738 -2.01199 -1.75607
C 4.09064 -0.93451 -2.52239
C 5.02798 -1.38616 -3.62958
H 4.71899 -1.58662 0.67364
H 6.03549 -2.76563 0.44296
H 5.95795 -1.30606 -0.54954
H 3.92666 -3.60096 -0.54613
H 5.12596 -3.37011 -1.80175
H 4.57782 -0.20814 -1.86360
H 3.23630 -0.41616 -2.97327
H 5.90569 -1.90475 -3.23696
H 5.37715 -0.52516 -4.20744
H 4.51507 -2.07789 -4.30656
C 1.51688 -2.35621 -4.86304
C 1.70115 -1.09431 -5.69012
O 2.23749 -1.33934 -6.98799
C 1.46920 -2.18259 -7.84311
C 0.07672 -1.64606 -8.12877
H 2.47125 -2.88657 -4.75523
H 1.13700 -2.10776 -3.86659
H 0.81062 -3.04803 -5.32631
H 2.41089 -0.43859 -5.17588
H 0.76499 -0.53334 -5.76768
H 1.42571 -3.19677 -7.43261
H 2.01926 -2.25683 -8.78852
H -0.52255 -1.55761 -7.21964
H -0.45350 -2.31099 -8.81717
H 0.13581 -0.64956 -8.57974
```

Calculated values
largest force on an atom = 0.175 Eh/bohr
HOMO-LUMO gap = 7.96 eV
highest occupied orbital energy = -9.38 eV
SMILES = C[C@H](O)COCOC(=O)c1ccncc1.CCOCC.CCOCC.CCOCC.CCOCC.CCOCC
charge = 0



Entry 2:
Entry from the OMol25 dataset: a cluster of 4 separate species, C30H64BF3N2O6P in total (ωB97M-V with the def2-TZVPD basis set).

The geometry in XYZ format:
```
107
Properties=species:S:1:pos:R:3
C 0.20801 -3.77568 6.32385
C -0.04309 -2.34696 6.73764
O 0.81836 -1.50819 6.84648
O -1.35588 -2.06314 7.00831
C -2.15703 -1.90947 5.80752
C -3.43532 -1.18935 6.17564
C -3.26011 0.28134 6.62243
C -2.13612 1.03476 5.90739
C -2.56396 1.52023 4.51012
C -1.40746 1.62077 3.51947
C -0.42812 2.73581 3.89318
F 0.60416 2.81414 3.04244
F 0.10994 2.58565 5.11751
F -1.02631 3.94548 3.89826
O -0.71867 0.41975 3.41119
B -0.87595 -0.19170 2.07657
C 0.57023 -0.22213 1.25594
C 1.09222 -1.55585 0.82698
N 1.96758 -2.27766 1.42592
P -1.72175 -2.02692 2.08399
O -2.29114 -2.00482 0.49761
O -3.14871 -1.64364 2.87567
O -1.91013 0.67256 1.42011
C -1.92021 1.92970 2.05754
N -3.20793 2.58680 1.98470
H -0.28196 -4.47438 7.00266
H 1.28290 -3.95172 6.28577
H -0.19026 -3.91012 5.31237
H -2.39764 -2.89991 5.40101
H -1.58803 -1.37439 5.04337
H -4.07834 -1.24523 5.29318
H -3.91742 -1.74961 6.98519
H -4.20619 0.79799 6.40753
H -3.12609 0.33061 7.70582
H -1.87921 1.91039 6.51440
H -1.22588 0.44009 5.84224
H -3.10057 2.46981 4.59606
H -3.26489 0.79087 4.08545
H 0.44181 0.39099 0.35347
H 1.36549 0.23673 1.85884
H 0.68513 -1.96674 -0.10596
H 2.26981 -1.79278 2.27534
H -3.23685 -1.82347 0.49016
H -3.38574 -0.73453 2.62564
H -1.22405 2.58594 1.51796
H -3.94776 1.90669 2.12471
H -3.31760 2.95133 1.04726
C -0.35727 2.60483 -2.28475
C -0.13009 1.18962 -2.80747
C 1.33211 0.75183 -2.75396
C 2.29637 1.57916 -3.60382
C 1.96098 1.63865 -5.09279
C 1.98767 0.27477 -5.77617
H 0.16728 3.34998 -2.88717
H -1.41831 2.85881 -2.29926
H -0.00774 2.69479 -1.25398
H -0.51305 1.10754 -3.82984
H -0.71793 0.49432 -2.20310
H 1.39742 -0.29939 -3.04844
H 1.66735 0.78999 -1.71321
H 3.30425 1.16710 -3.48503
H 2.34300 2.59994 -3.21266
H 2.68429 2.29621 -5.58551
H 0.98096 2.10174 -5.23802
H 2.96710 -0.19582 -5.66451
H 1.78113 0.36792 -6.84394
H 1.24161 -0.40040 -5.35533
C 8.25453 3.44805 -0.97181
C 7.74534 4.58579 -1.85192
C 6.22110 4.66831 -1.91868
C 5.53664 3.43470 -2.50914
C 5.98254 3.05863 -3.92054
C 5.68630 4.13695 -4.95857
H 7.94682 2.47376 -1.35368
H 9.34459 3.45070 -0.92242
H 7.87313 3.54420 0.04658
H 8.15999 4.48250 -2.85892
H 8.12625 5.53396 -1.46255
H 5.93926 5.55478 -2.49438
H 5.82976 4.82998 -0.90973
H 4.45654 3.60719 -2.51663
H 5.69539 2.57903 -1.84748
H 5.46711 2.13907 -4.21000
H 7.05090 2.82374 -3.92943
H 4.61842 4.36562 -4.98402
H 5.98155 3.81014 -5.95705
H 6.22347 5.06263 -4.74471
C -3.15742 -5.28670 -0.75958
C -3.23230 -4.18000 -1.80541
C -4.65445 -3.69460 -2.07927
C -5.60531 -4.75360 -2.64121
C -5.13926 -5.40549 -3.94161
C -4.99192 -4.42031 -5.09726
H -3.68653 -6.18831 -1.07937
H -2.12111 -5.56344 -0.56482
H -3.58905 -4.95296 0.18605
H -2.76493 -4.51914 -2.73597
H -2.64079 -3.33525 -1.45300
H -4.61319 -2.84106 -2.76254
H -5.08107 -3.31040 -1.14647
H -6.58496 -4.29218 -2.80820
H -5.76514 -5.53405 -1.89212
H -5.86236 -6.17701 -4.22236
H -4.19002 -5.92266 -3.77992
H -5.93640 -3.90747 -5.29354
H -4.69368 -4.93351 -6.01318
H -4.23614 -3.66318 -4.88514
```

Calculated values
largest force on an atom = 0.019 Eh/bohr
HOMO-LUMO gap = 6.58 eV
highest occupied orbital energy = -4.18 eV
charge = -1



Entry 3:
Entry from the OMol25 dataset: a cluster of 8 separate species, C30H65BrO10 in total (ωB97M-V with the def2-TZVPD basis set).

The geometry in XYZ format:
```
106
Properties=species:S:1:pos:R:3
C -6.48245 0.49152 -3.67003
C -5.18507 0.11841 -3.01236
C -4.68884 -1.18217 -3.02987
C -3.47004 -1.47110 -2.42351
C -2.75919 -0.47717 -1.77108
C -3.24551 0.81655 -1.71212
C -2.47076 1.85284 -0.95618
O -1.54426 2.62828 -1.75702
C -1.90103 2.79877 -3.03236
O -2.65938 3.61183 -3.43007
O -1.33609 1.92214 -3.91162
Br 0.45807 1.66181 -3.61864
C -4.45171 1.10383 -2.34218
H -7.15891 -0.35137 -3.76906
H -6.26773 0.84609 -4.67976
H -6.96405 1.31443 -3.15467
H -5.26002 -1.96077 -3.51457
H -3.10270 -2.48175 -2.44576
H -1.82201 -0.72953 -1.29268
H -3.15747 2.49260 -0.40525
H -1.85774 1.34004 -0.22180
H -4.84595 2.11226 -2.32066
C -3.06712 -2.80660 1.48466
C -3.44162 -4.10592 0.78700
C -2.84300 -5.31025 1.49218
O -3.00629 -4.06594 -0.57553
H -1.98148 -2.67054 1.48499
H -3.50080 -1.95255 0.96231
H -3.41594 -2.79909 2.51857
H -4.52776 -4.20057 0.75171
H -1.75106 -5.25052 1.49602
H -3.11577 -6.23083 0.97368
H -3.18202 -5.38090 2.52428
H -2.04614 -3.98189 -0.56993
C -0.14120 -8.72661 4.51584
C -0.10199 -7.29406 4.00638
C 0.88895 -6.44811 4.79064
O -1.40519 -6.71198 4.06692
H -0.46115 -8.75071 5.56128
H -0.85531 -9.31747 3.94133
H 0.83938 -9.19927 4.44495
H 0.17535 -7.29068 2.95143
H 0.60042 -6.40274 5.84469
H 0.90421 -5.42616 4.41063
H 1.89772 -6.85783 4.72646
H -1.67935 -6.69789 4.99016
C 0.98944 5.04912 -2.27048
C 1.64591 6.11108 -3.13673
C 0.76404 7.34348 -3.26593
O 1.94317 5.57875 -4.42794
H 0.04807 4.72655 -2.71797
H 1.63129 4.17314 -2.18775
H 0.78096 5.42444 -1.26733
H 2.60620 6.39459 -2.70394
H -0.18597 7.08505 -3.74226
H 1.24811 8.09409 -3.89391
H 0.55234 7.78587 -2.29147
H 1.11032 5.31645 -4.83548
C 1.48775 1.20101 1.95009
C 0.93828 -0.21537 1.87874
C 2.05386 -1.23855 1.74722
O 0.02313 -0.33001 0.78470
H 2.03659 1.44315 1.03549
H 0.67633 1.92384 2.04518
H 2.16292 1.31964 2.79866
H 0.35544 -0.42602 2.77620
H 2.62089 -1.07075 0.82591
H 1.64390 -2.24851 1.69533
H 2.74221 -1.18513 2.59094
H 0.51364 -0.14798 -0.02497
C -0.88294 10.61490 -2.87649
C 0.19022 11.68823 -2.78334
C 0.38996 12.39504 -4.11560
O 1.42058 11.11655 -2.33917
H -0.59591 9.84995 -3.60182
H -1.01081 10.11867 -1.91383
H -1.84253 11.03552 -3.18109
H -0.08920 12.41865 -2.02318
H 0.71516 11.68306 -4.87927
H 1.16259 13.15959 -4.03053
H -0.53238 12.86770 -4.45650
H 1.69266 10.46322 -2.99256
C -0.07773 -7.16236 -0.31357
C 0.88146 -5.98310 -0.28173
C 0.91946 -5.25783 -1.61896
O 2.19175 -6.41752 0.08184
H 0.23754 -7.90006 -1.05680
H -0.09489 -7.66650 0.65329
H -1.09152 -6.83916 -0.55461
H 0.57373 -5.28603 0.50050
H 1.26932 -5.92966 -2.40718
H 1.60939 -4.41427 -1.57705
H -0.06862 -4.88764 -1.89994
H 2.49187 -7.03684 -0.59181
C 6.33891 0.17326 4.76044
C 5.79033 -1.24287 4.67335
C 6.90902 -2.26773 4.56619
O 4.90467 -1.36127 3.55899
H 6.91059 0.41651 3.86061
H 5.52511 0.89510 4.83627
H 6.99223 0.29295 5.62567
H 5.18560 -1.45440 5.55581
H 7.49745 -2.09625 3.66066
H 6.49927 -3.27611 4.50409
H 7.57804 -2.21553 5.42616
H 5.41078 -1.18015 2.75947
```

Calculated values
largest force on an atom = 0.019 Eh/bohr
HOMO-LUMO gap = 8.19 eV
highest occupied orbital energy = -8.96 eV
SMILES = Cc1cccc(COC(=O)OBr)c1.CC(C)O.CC(C)O.CC(C)O.CC(C)O.CC(C)O.CC(C)O.CC(C)O
charge = 0



Entry 4:
Entry from the OMol25 dataset: a cluster of 3 separate species, C30H65N3O7PS3 in total at a distorted geometry (ωB97M-V with the def2-TZVPD basis set).

The geometry in XYZ format:
```
109
Properties=species:S:1:pos:R:3
C 1.74189 0.22353 2.64955
C 0.68766 0.68800 1.87771
C 0.34022 -0.06386 0.58667
O 0.29393 -1.47440 0.75703
P -1.21267 -2.03433 0.15470
S -2.23474 -1.05632 1.90873
C -1.09603 -3.65225 1.24860
C -2.13247 -4.73956 0.84778
C -1.58015 -6.18932 0.90395
C -3.32699 -4.68833 1.85521
C -0.52242 -3.15499 -1.25631
C 0.43459 -2.63195 -2.36773
N -0.21393 -1.79760 -3.38942
N 0.85443 -3.87688 -3.15665
N 1.68646 -2.06051 -1.91151
O -1.45904 -0.62706 -0.82705
C -0.72864 0.54922 -0.41935
C 0.00555 0.98795 -1.70687
C -0.96552 1.28176 -2.87346
C -0.21737 1.84360 -4.11863
C -1.30418 2.21479 -5.17720
C -1.92269 0.97421 -5.87071
C -0.86158 0.11653 -6.60695
O -0.05355 0.86971 -7.49971
C 1.30234 0.95171 -7.10851
C -1.75578 1.60417 0.11074
C -3.19861 1.30942 -0.39307
C -1.40664 3.10397 -0.11398
C -0.54573 3.75155 1.01860
C 0.98246 3.71236 0.73658
H 1.72105 -0.80871 3.01399
H 2.61216 0.84801 2.87439
H 0.13524 1.54066 2.27427
H 1.27438 0.04271 0.00239
H -2.53629 -2.40450 -0.29613
H -3.55812 -1.34853 1.91355
H -0.05818 -4.03439 1.31160
H -1.33939 -3.36748 2.27824
H -2.59034 -4.58981 -0.13977
H -0.75200 -6.36320 0.20426
H -1.33741 -6.42596 1.94815
H -2.40032 -6.86289 0.59438
H -3.99367 -3.85822 1.58100
H -3.90175 -5.62986 1.81428
H -2.99503 -4.53652 2.88654
H -0.02947 -4.05518 -0.85851
H -1.40108 -3.54138 -1.80194
H -0.82130 -2.42838 -3.89965
H 0.52116 -1.51524 -4.03266
H 1.43336 -4.46502 -2.56523
H 0.03180 -4.41230 -3.41774
H 2.32731 -2.76630 -1.58983
H 2.09908 -1.44707 -2.59728
H 0.77193 0.28266 -2.03876
H 0.52920 1.94820 -1.52728
H -1.56264 0.40776 -3.14418
H -1.66522 2.07873 -2.58176
H 0.24864 2.79945 -3.83445
H 0.50153 1.12199 -4.51970
H -0.91711 2.90564 -5.93950
H -2.13484 2.73584 -4.67483
H -2.41009 0.33309 -5.12392
H -2.69370 1.25404 -6.60526
H -1.41812 -0.61063 -7.22358
H -0.29550 -0.45867 -5.86109
H 1.64292 0.07326 -6.53923
H 1.90796 0.99883 -8.02550
H 1.51181 1.85793 -6.51965
H -1.81940 1.45938 1.20066
H -3.85835 2.08959 0.01915
H -3.56092 0.35359 0.00065
H -3.26636 1.24724 -1.48391
H -0.97470 3.35061 -1.09156
H -2.36457 3.65144 -0.06875
H -0.85653 4.81126 1.04987
H -0.83223 3.34131 1.99744
H 1.22778 2.74922 0.27988
H 1.21928 4.54777 0.07195
H 1.49772 3.85245 1.69900
C 7.21463 4.05515 0.39932
C 6.37660 2.84305 0.82535
C 5.06326 3.37548 1.40972
S 4.75939 4.94981 0.60560
O 4.83856 5.99770 1.59487
O 3.62822 4.82142 -0.27595
C 6.26224 4.96984 -0.36344
H 8.06616 3.76337 -0.21519
H 7.59749 4.56962 1.28430
H 6.16563 2.22152 -0.04770
H 6.90374 2.22162 1.54866
H 4.22652 2.70850 1.21057
H 5.14419 3.55836 2.47993
H 6.62334 5.99162 -0.45774
H 6.02661 4.56238 -1.34657
C -1.85991 -0.37079 6.78944
C -2.42862 -1.20123 7.94911
C -3.35202 -2.26398 7.34011
S -2.71896 -2.58192 5.68927
O -3.70620 -2.14460 4.73839
O -2.14544 -3.90619 5.64642
C -1.40607 -1.37611 5.73695
H -1.03678 0.26638 7.11225
H -2.64248 0.27111 6.37751
H -1.60932 -1.68723 8.48485
H -2.96537 -0.58000 8.66712
H -3.34208 -3.19006 7.91065
H -4.37349 -1.90024 7.24165
H -1.27451 -0.94211 4.74462
H -0.49574 -1.89005 6.04719
```

Calculated values
largest force on an atom = 0.065 Eh/bohr
HOMO-LUMO gap = 6.12 eV
highest occupied orbital energy = -4.10 eV
charge = -1
energy above the lowest of the compared OMol25 structures with the same formula, charge and spin = 57.10 kcal/mol